[1]
Molecular formula: C20H31N3O2
Method: DFT, ωB97M-V/def2-TZVPD

Structure (ORCA input):
```
! RIJCOSX wB97M-V def2-TZVPD def2/J DEFGRID3
* xyz 0 1
C -4.18 -2.54 -0.95
H -4.96 -3.16 -0.89
H -3.35 -3.02 -1.64
H -4.45 -1.69 -1.64
C -3.61 -2.31 0.16
N -2.51 -1.40 0.23
C -2.60 -0.07 0.30
C -3.74 0.76 -0.16
C -3.84 2.15 -0.19
C -2.58 2.82 0.01
C -1.47 2.42 0.22
C -1.46 0.94 0.17
H -0.37 0.20 0.33
H -0.47 2.88 0.33
H -2.67 3.93 -0.15
C -5.17 2.79 -0.14
H -5.00 3.41 -1.00
H -5.92 2.06 -0.44
H -5.28 3.43 0.59
H -4.67 0.24 -0.03
C -1.24 -2.02 -0.04
H -0.66 -1.36 -0.47
C -0.49 -2.12 1.45
C 0.91 -2.59 1.38
N 1.73 -1.44 0.30
C 2.50 -1.79 -0.61
O 2.49 -3.06 -1.17
C 3.16 -0.40 -1.19
N 3.04 0.54 -0.15
C 2.32 1.53 -0.58
O 2.13 2.73 -0.12
C 1.53 1.10 -2.04
H 1.55 1.99 -2.60
C 2.36 -0.19 -2.44
H 1.73 -0.91 -2.85
H 3.14 0.47 -3.13
H 0.57 0.87 -1.83
C 4.12 0.72 1.06
C 5.14 1.78 0.40
H 5.84 1.92 1.22
H 5.68 1.40 -0.42
H 4.55 2.79 0.54
C 3.38 1.02 2.16
H 2.78 0.13 2.52
H 2.80 2.04 1.95
H 4.42 1.16 2.86
H 4.68 -0.39 0.92
H 4.27 -1.01 -1.37
H 1.73 -0.59 0.83
H 1.29 -2.80 2.22
H 1.07 -3.48 0.52
H -0.51 -1.26 1.93
H -0.82 -2.94 1.87
H -1.31 -3.07 -0.32
H -4.26 -1.67 1.02
H -3.32 -2.94 1.08
*
```

Summary:
SMILES: CCN(CCCNC(=O)[C@H]1CCC(=O)N1C(C)C)c1cccc(C)c1
Energy relative to the best compared isomer or geometry (same formula, charge and spin) in eV: 18.493
HOMO level in eV: -7.381
LUMO level in eV: 0.621
Energy in a.u.: -1094.853650

Let us look at the Mulliken charges, expressed in e, one per atom:
1 C -1.419
2 H 0.528
3 H 0.259
4 H 0.271
5 C -0.889
6 N 0.445
7 C 1.139
8 C -0.792
9 C 0.540
10 C 0.100
11 C -1.235
12 C -0.082
13 H -0.121
14 H 0.379
15 H 0.169
16 C -1.679
17 H 0.407
18 H 0.358
19 H 0.443
20 H 0.236
21 C -1.813
22 H 1.106
23 C -0.781
24 C -1.193
25 N 0.023
26 C 0.052
27 O -0.782
28 C 0.321
29 N -0.075
30 C 0.719
31 O -0.759
32 C -0.674
33 H 0.501
34 C -0.871
35 H 0.633
36 H 0.207
37 H 0.063
38 C -0.037
39 C -1.285
40 H 0.510
41 H 0.346
42 H 0.290
43 C -0.748
44 H 0.196
45 H 0.269
46 H 0.316
47 H 0.319
48 H 0.260
49 H 0.181
50 H 0.638
51 H 0.323
52 H 0.685
53 H 0.599
54 H 0.496
55 H 0.473
56 H 0.433

---

[2]
Molecular formula: C20H31N3O2
Method: DFT, ωB97M-V/def2-TZVPD

Structure (ORCA input):
```
! RIJCOSX wB97M-V def2-TZVPD def2/J DEFGRID3
* xyz 0 1
C 8.64 0.87 0.28
H 8.63 1.28 -0.73
C 7.31 0.20 0.61
C 6.14 1.18 0.51
C 4.81 0.49 0.82
C 3.62 1.46 0.87
C 3.36 2.22 -0.42
H 2.48 2.86 -0.27
H 4.20 2.88 -0.65
C 3.11 1.31 -1.63
C 2.01 0.33 -1.34
N 2.36 -0.88 -1.24
N 1.45 -1.86 -0.88
C 0.67 -1.84 0.23
O 0.61 -0.90 1.01
C -0.17 -3.09 0.41
C -1.64 -2.68 0.18
O -2.32 -3.18 -0.69
N -2.06 -1.75 1.06
H -1.35 -1.27 1.59
C -3.34 -1.10 0.92
H -3.77 -0.95 1.92
H -3.99 -1.77 0.35
C -3.22 0.25 0.20
C -4.57 0.91 0.10
C -4.99 1.80 1.07
C -6.25 2.38 1.00
C -7.10 2.06 -0.05
C -6.69 1.16 -1.02
C -5.43 0.59 -0.94
H -5.11 -0.11 -1.70
H -7.34 0.91 -1.84
H -8.08 2.51 -0.11
H -6.57 3.08 1.76
H -4.33 2.06 1.89
H -2.53 0.89 0.75
H -2.82 0.07 -0.80
H 0.09 -3.88 -0.28
H -0.07 -3.44 1.44
H 1.62 -2.73 -1.34
C 0.63 0.88 -1.19
H 0.38 0.99 -0.14
H 0.53 1.84 -1.69
H -0.10 0.18 -1.62
H 4.02 0.75 -1.87
H 2.84 1.92 -2.49
H 3.80 2.19 1.67
H 2.73 0.89 1.14
H 4.88 0.00 1.79
H 4.61 -0.28 0.08
H 6.12 1.60 -0.49
H 6.30 2.00 1.22
H 7.35 -0.22 1.61
H 7.14 -0.63 -0.09
H 8.83 1.69 0.97
H 9.46 0.16 0.36
*
```

Summary:
SMILES: CCCCCCC/C(C)=N/NC(=O)CC(=O)NCCc1ccccc1
Energy relative to the best compared isomer or geometry (same formula, charge and spin) in eV: 1.774
HOMO level in eV: -9.062
LUMO level in eV: 0.749
Energy in a.u.: -1095.468063

Let us look at the Mulliken charges, expressed in e, one per atom:
1 C -1.286
2 H 0.319
3 C -0.380
4 C -0.603
5 C -0.690
6 C -0.544
7 C -0.857
8 H 0.402
9 H 0.435
10 C -0.957
11 C 0.919
12 N -0.732
13 N -0.066
14 C 0.704
15 O -0.691
16 C -0.856
17 C 0.726
18 O -0.662
19 N -0.100
20 H 0.315
21 C -0.826
22 H 0.281
23 H 0.384
24 C -0.381
25 C 0.216
26 C -0.316
27 C -0.579
28 C -0.420
29 C -0.622
30 C -0.273
31 H 0.394
32 H 0.379
33 H 0.371
34 H 0.378
35 H 0.369
36 H 0.376
37 H 0.200
38 H 0.298
39 H 0.326
40 H 0.281
41 C -1.605
42 H 0.316
43 H 0.495
44 H 0.462
45 H 0.427
46 H 0.378
47 H 0.511
48 H 0.131
49 H 0.470
50 H 0.230
51 H 0.313
52 H 0.270
53 H 0.325
54 H 0.334
55 H 0.317
56 H 0.394

---

[3]
Molecular formula: C20H31N5O4
Method: DFT, ωB97M-V/def2-TZVPD

Structure (ORCA input):
```
! RIJCOSX wB97M-V def2-TZVPD def2/J DEFGRID3
* xyz 0 1
C 4.21 2.44 -4.19
C 3.46 1.38 -3.36
C 2.72 2.05 -2.18
C 4.42 0.24 -2.93
N 3.80 -0.82 -2.13
N 3.66 -0.71 -0.76
C 2.92 -1.80 -0.36
C 2.57 -1.93 1.12
C 1.76 -3.19 1.44
O 2.34 -4.26 1.62
N 0.44 -3.07 1.63
C -0.42 -1.97 2.14
C -1.58 -2.98 2.04
C -2.74 -2.54 1.12
N -3.56 -1.46 1.69
C -4.58 -1.93 2.64
C -3.34 -0.15 1.39
O -2.42 0.18 0.63
C -4.24 0.92 2.02
C -4.10 2.39 1.59
O -5.10 3.10 1.60
N -2.89 2.85 1.26
C -2.62 4.21 0.82
C -1.22 4.54 0.37
C -2.34 4.43 -0.65
C -0.66 -4.04 1.42
C 2.66 -2.54 -1.45
C 3.21 -1.92 -2.62
O 3.16 -2.31 -3.79
H 4.99 2.93 -3.61
H 4.68 1.99 -5.06
H 3.53 3.21 -4.56
H 2.70 0.94 -4.01
H 3.42 2.47 -1.46
H 2.08 2.87 -2.53
H 2.08 1.35 -1.66
H 4.86 -0.20 -3.82
H 5.26 0.66 -2.37
H 4.59 -0.55 -0.43
H 3.48 -1.97 1.72
H 2.03 -1.04 1.44
H -0.16 -1.69 3.16
H -0.45 -1.12 1.45
H -1.97 -3.28 3.02
H -2.32 -2.23 0.15
H -3.37 -3.40 0.90
H -5.20 -1.15 3.08
H -5.26 -2.63 2.15
H -4.11 -2.47 3.47
H -5.27 0.64 1.82
H -4.11 0.90 3.10
H -2.19 2.15 1.05
H -3.18 4.98 1.36
H -0.82 5.52 0.63
H -0.46 3.76 0.42
H -2.38 3.57 -1.31
H -2.74 5.33 -1.11
H -0.81 -4.26 0.36
H -0.52 -4.94 2.03
H 2.11 -3.47 -1.48
*
```

Summary:
SMILES: CC(C)Cn1[nH]c(CC(=O)N2CC(CN(C)C(=O)CC(=O)NC3CC3)C2)cc1=O
Energy relative to the best compared isomer or geometry (same formula, charge and spin) in eV: 2.447
HOMO level in eV: -8.436
LUMO level in eV: 0.340
Energy in a.u.: -1355.395058

Let us look at the Mulliken charges, expressed in e, one per atom:
1 C -1.625
2 C 1.046
3 C -1.417
4 C -1.292
5 N 0.308
6 N -0.314
7 C 0.085
8 C -0.523
9 C 0.377
10 O -0.647
11 N 0.235
12 C -0.970
13 C 0.847
14 C -1.745
15 N 0.183
16 C -1.058
17 C 1.056
18 O -0.739
19 C -0.743
20 C 0.160
21 O -0.675
22 N -0.117
23 C -0.084
24 C -0.635
25 C -0.485
26 C -1.010
27 C -0.249
28 C 0.111
29 O -0.746
30 H 0.364
31 H 0.406
32 H 0.397
33 H 0.184
34 H 0.295
35 H 0.454
36 H 0.279
37 H 0.439
38 H 0.352
39 H 0.282
40 H 0.465
41 H 0.309
42 H 0.134
43 H 0.495
44 H 0.360
45 H 0.519
46 H 0.368
47 H 0.445
48 H 0.324
49 H 0.307
50 H 0.460
51 H 0.387
52 H 0.199
53 H 0.404
54 H 0.248
55 H 0.184
56 H 0.227
57 H 0.235
58 H 0.328
59 H 0.274
60 H 0.542

---

Frontier orbital gap, respectively: 0.2941, 0.3606, 0.3225 Eh.